Formula: C28H27N3O6
Source: the Open Molecules 2025 dataset
Level of theory: ωB97M-V with the def2-TZVPD basis set

ΔE to the lowest compared entry with this formula, charge and spin   2.626 eV
Maximum force   0.88 eV/A
E_LUMO   0.6 eV
Net charge   0
Orbital gap   8.506 eV
SMILES   COc1cc([C@@H]2c3[nH]c4ccccc4c3C[C@@H]3C(=O)N(Cc4ccco4)CC(=O)N23)cc(OC)c1OC
HOMO energy   -7.87 eV
Spin multiplicity   1

Element x y z (Å)
H  -2.3747  -2.7620  3.3593
H  -3.1981  -4.3890  -0.2698
H  -1.9152  -3.0455  -3.5553
O  -1.1688  -1.2620  2.5686
H  -2.5650  4.5209  -0.4551
C  -0.7740  -1.3711  -1.5518
C  -2.9053  2.5768  0.4139
O  -0.5581  1.2847  -3.0105
C  -3.1600  -4.0985  0.7821
H  -0.6430  -1.3312  -2.6198
H  -4.9588  1.1164  2.3267
H  5.3579  1.4234  1.9677
C  2.5741  -0.1073  -0.7502
H  -2.5543  1.1776  -1.2310
C  -1.8615  -2.0230  -0.9950
C  4.5570  -1.0028  -0.2964
C  -1.1317  -1.3714  1.2175
H  0.1262  4.0881  -2.1367
C  -2.2977  -1.6728  3.3085
C  1.2455  0.1055  -1.3702
O  -3.6693  2.5162  1.5240
C  -0.0493  -0.7092  0.6312
H  1.9205  1.6702  1.6441
H  1.8600  3.2917  -0.8420
C  -2.7835  -2.5319  -3.1296
H  -3.2194  -1.2628  2.8924
H  3.2280  -1.8910  -1.6898
H  -4.2886  -0.3651  0.1383
C  6.7035  -1.3950  0.6208
H  3.1525  2.7008  0.9413
C  0.1332  -0.7099  -0.7344
O  -3.1470  -2.6937  0.9366
C  1.4015  2.4599  -0.2842
N  3.4239  -1.1405  -1.0504
H  0.6302  -0.1964  1.2900
H  -2.1366  -1.2774  4.3116
C  5.6993  -1.7892  -0.2376
C  -4.2971  1.3280  1.5103
C  -3.0392  1.4279  -0.3099
C  2.4373  1.9100  0.7081
O  0.1277  3.0640  1.6965
C  -0.0951  1.9451  -2.0999
H  -1.9174  4.2744  1.1870
H  7.3903  0.0253  2.0660
H  -4.0609  -4.4425  1.2878
C  -0.5962  3.3469  -1.7653
H  1.2772  -0.1324  -2.4428
H  7.6058  -1.9843  0.6901
C  4.4179  0.1658  0.4950
C  3.1388  0.7119  0.1796
H  -2.7729  -1.4827  -3.4377
H  -3.6944  -3.0078  -3.4904
H  -2.2799  -4.5545  1.2513
C  -2.0410  -2.0508  0.4021
H  -1.5474  3.5070  -2.2721
C  -2.0707  3.8062  0.2103
N  0.8836  1.5240  -1.2785
O  -2.8218  -2.6576  -1.7280
C  -3.9510  0.6139  0.4076
H  5.7956  -2.6779  -0.8440
N  -0.7676  3.4860  -0.3378
C  6.5792  -0.2460  1.4063
C  5.4494  0.5390  1.3554
C  0.1962  3.0277  0.4883